# 1
DFT (ωB97M-V with the def2-TZVPD basis set) results for a structure of composition C18H21CaCl3GeN8O7SbSe4.

The geometry in XYZ format:
```
64
Properties=species:S:1:pos:R:3:forces:R:3
Ca 0.029185 0.759933 0.424231 0.2715 0.0773 -0.4036
C 4.169656 2.380143 1.684542 0.0509 -0.0758 0.1239
O 4.978526 1.285078 1.253334 -0.0378 0.1559 -0.2613
C 4.469107 0.008923 1.244914 -0.1042 -0.0616 0.2015
C 5.343942 -0.983030 1.606857 -0.0654 -0.0904 0.0226
C 4.959462 -2.332583 1.607666 0.1436 0.0327 0.0398
C 3.684475 -2.656194 1.232941 -0.1948 -0.0641 -0.0776
C 2.757695 -1.672552 0.831390 0.1471 0.2403 0.0348
C 1.487340 -2.152191 0.336507 -0.0678 0.0663 -0.1996
N 0.547540 -1.463560 -0.219064 0.0627 -0.4345 0.2469
N -0.496938 -2.291972 -0.660891 0.0744 0.0041 -0.0625
C -1.371409 -1.714954 -1.396548 0.0221 0.3967 -0.2680
O -1.311197 -0.426710 -1.776351 -0.1959 -0.2691 0.2669
C -2.431298 -2.580678 -1.977938 -0.0137 -0.0929 0.1080
C -2.742907 -2.505098 -3.330437 0.0779 0.0256 -0.0131
C -3.694754 -3.355923 -3.872628 -0.0300 -0.0237 0.0045
C -4.346200 -4.277020 -3.066370 -0.0134 0.0073 -0.0526
C -4.038517 -4.354860 -1.713052 0.0893 0.0835 0.0105
C -3.076587 -3.515093 -1.172673 -0.0753 -0.0034 0.0057
C 3.120679 -0.290510 0.846543 0.1155 0.1183 0.0389
O 2.318422 0.663432 0.523199 -0.0975 -0.2101 -0.1618
H 3.606580 2.136090 2.586108 0.0053 -0.0457 -0.0312
H 3.480679 2.699691 0.908992 -0.0139 0.0006 -0.0729
H 4.871873 3.186208 1.904958 0.0100 -0.0248 0.0214
H 6.338853 -0.685415 1.919040 -0.0167 -0.0066 -0.0059
H 5.656919 -3.098083 1.925269 -0.0176 0.0195 -0.0127
H 3.360625 -3.692290 1.238073 -0.0026 0.0340 -0.0037
H 1.335968 -3.231150 0.384842 0.0054 -0.0391 0.0185
H -2.235725 -1.785436 -3.966480 -0.0339 -0.0087 0.0484
H -3.942643 -3.276312 -4.924148 0.0056 -0.0114 0.0251
H -5.103928 -4.927843 -3.489079 0.0235 0.0203 0.0112
H -4.553185 -5.066495 -1.078909 0.0074 0.0083 0.0076
H -2.817758 -3.558269 -0.122403 -0.0111 -0.0102 -0.0213
N 1.061563 1.283292 -2.159834 -0.0509 0.0374 0.0944
N 1.689504 2.521237 -2.272074 0.0733 0.0817 0.0665
C 1.592564 3.398979 -1.261747 0.1978 -0.0928 -0.0957
N 2.251040 4.560480 -1.311895 -0.0415 0.1167 -0.0684
N 0.829385 2.988982 -0.271740 -0.2243 -0.3687 0.0368
N 0.791050 3.550633 0.928891 -0.2766 0.2866 0.7931
O 1.393595 4.574359 1.258679 -0.0728 -0.1745 -0.4719
O 0.069448 2.915810 1.708261 0.3266 0.5125 0.1259
H 1.737162 0.536013 -2.060140 0.0775 0.0176 0.0001
H 0.395816 1.156028 -2.924031 -0.0784 -0.0667 -0.0352
H 2.102672 2.799383 -3.147556 0.0088 0.0373 -0.0045
H 2.697104 4.862496 -2.157271 0.0645 -0.0137 0.0159
H 2.143725 5.178432 -0.521628 0.0002 -0.0161 0.0174
N -3.687013 1.323127 2.996997 -0.0012 -0.0521 0.1898
C -4.064094 0.141349 2.220254 -0.0136 0.1062 -0.0652
C -3.124177 0.059785 1.025703 0.0723 -0.1983 0.0134
O -3.618437 0.036526 -0.126161 0.0199 0.0425 -0.0003
O -1.892818 0.034776 1.296284 -0.3026 0.1047 -0.0141
H -2.745232 1.204599 3.359821 0.0507 -0.0177 -0.0565
H -4.284430 1.418328 3.809087 -0.0352 -0.0491 -0.0111
H -5.087146 0.254859 1.866679 0.0111 0.0074 -0.0913
H -3.992093 -0.812316 2.761152 0.0715 0.0169 0.0874
Se -5.090880 0.214347 -2.999822 0.0647 -0.0312 -0.0074
Sb -2.844105 0.812049 -2.460231 0.0891 -0.0531 0.0104
Se -1.490936 1.547910 -4.330074 -0.0774 0.0167 -0.1590
Se -2.074792 4.480009 -1.887753 0.1185 0.0978 -0.0008
Se -2.602333 2.700889 -0.657361 -0.1476 -0.0687 -0.0308
Cl -0.736088 0.589599 5.243306 -0.0308 -0.0015 -0.0629
Ge 0.727310 -0.023053 3.575936 0.0390 -0.0518 0.1357
Cl 2.627597 0.696780 4.654459 -0.0593 -0.0664 -0.0056
Cl 0.870557 -2.230960 4.151377 0.0060 0.0217 0.0055
```
Positions in Å, forces in eV/Å.

The calculated total energy comes out at -425713.3429 eV. The energy relative to the best compared isomer or geometry (same formula, charge and spin) is 0.0 kcal/mol. The total charge is -2. Its spin multiplicity is 2.

=====

# 2
DFT (ωB97M-V with the def2-TZVPD basis set) results for a structure of composition C18H21ClFN5O8RuS in a non-equilibrium geometry.

The geometry in XYZ format:
```
56
Properties=species:S:1:pos:R:3:forces:R:3
Ru 0.387457 -0.017627 -0.418713 2.3090 0.6538 -1.0817
Cl 0.935791 -4.098344 4.969384 -0.0181 -0.0091 -0.0264
C 0.415205 -2.680674 4.138262 -0.0271 -0.0947 0.1863
C -0.627208 -1.925634 4.651156 -0.1168 0.0849 0.0626
C -1.018404 -0.767049 3.998261 0.0182 -0.0128 0.0613
C -0.390327 -0.371973 2.824634 0.2291 -0.2331 0.0785
C 0.643385 -1.159707 2.319738 -0.4221 -0.1525 0.1996
C 1.056043 -2.311303 2.967373 0.1344 0.0140 -0.3713
C -0.831137 0.874908 2.158531 0.2049 -0.0693 -1.2575
O -1.646162 1.634775 2.584443 -0.0189 0.0833 0.2888
O -0.250745 1.125350 0.939616 -0.5918 0.6543 1.2120
H -1.128339 -2.246059 5.555188 0.0343 0.0357 -0.0165
H -1.821828 -0.155421 4.388523 0.0163 -0.0134 0.0088
H 1.179879 -0.868346 1.415350 0.4501 0.1583 -0.2226
H 1.873459 -2.913392 2.590397 -0.0460 0.0442 0.0143
F -3.665472 -2.137635 3.793354 -0.0728 -0.0292 -0.0030
C -3.935963 -1.904111 2.513630 -0.1205 0.1024 0.1839
C -3.237431 -2.476655 1.547146 0.1893 -0.2058 -0.5702
N -3.531865 -2.241133 0.198278 0.0356 -0.2653 0.3072
C -2.741203 -2.800268 -0.855263 0.2292 0.0582 0.0598
C -1.520426 -1.932224 -1.138924 -0.3882 0.8507 1.0625
O -0.912437 -2.073917 -2.244798 0.4958 -0.3607 -0.2419
O -1.224494 -1.098917 -0.215845 -0.6731 -1.0823 -1.4252
C -4.488178 -1.309697 -0.192486 0.0227 0.1610 -0.1411
O -4.632277 -1.011773 -1.360547 -0.0073 -0.0145 0.2699
N -5.209675 -0.777116 0.843656 -0.0009 -0.0694 0.0645
C -5.044004 -0.991154 2.224439 -0.1904 0.1874 -0.0904
O -5.742506 -0.460269 3.040663 0.0564 -0.0165 -0.0546
H -2.424346 -3.153142 1.772918 0.0071 -0.0350 -0.0792
H -3.317062 -2.855664 -1.772741 -0.1530 -0.0866 -0.0449
H -2.385990 -3.795425 -0.583152 -0.0036 -0.0512 -0.0260
H -5.944302 -0.134280 0.582662 -0.0445 0.0673 -0.0132
C 4.199873 -3.253235 -2.144442 -0.0773 0.1552 -0.0245
N 3.058733 -2.309511 -2.108872 0.0462 -0.0471 -0.0808
C 1.812163 -2.500054 -2.483876 -0.0356 -0.2006 -0.0181
S 0.797789 -0.991663 -2.374591 -1.0317 -0.0457 1.1392
N 1.300857 -3.573535 -3.030975 0.0689 -0.1872 0.1934
C 1.961801 -4.833110 -3.450228 -0.1263 0.1061 0.0486
H 4.968551 -2.851161 -1.492594 -0.0184 0.0253 0.0363
H 4.607440 -3.344084 -3.147602 -0.0166 0.0445 -0.0331
H 3.901070 -4.225148 -1.769904 -0.0224 0.0026 0.0499
H 3.266687 -1.378916 -1.775458 0.0206 0.0382 0.1332
H 0.294059 -3.561322 -3.101307 -0.1268 0.0549 -0.1798
H 2.137710 -5.490757 -2.602647 -0.0236 0.0261 0.0378
H 2.890003 -4.629710 -3.971250 -0.0252 0.0584 -0.0176
H 1.285509 -5.328199 -4.139831 -0.0251 0.0259 -0.0164
N 1.509202 4.555324 -1.362042 0.2218 -0.1990 0.2507
C 2.445955 3.444212 -0.954221 -0.0318 0.1200 -0.0403
C 1.649945 2.159539 -0.939304 -0.1423 -0.3513 0.2611
O 0.518371 2.150035 -1.465901 -0.2118 -0.6937 -0.0422
O 2.132261 1.130741 -0.387176 0.1299 0.5452 0.0874
H 1.173845 5.084752 -0.555576 0.0286 0.0293 0.0498
H 0.689877 4.095004 -1.778272 -0.2332 -0.0844 -0.1830
H 1.921232 5.209243 -2.025620 0.0396 0.0374 -0.0389
H 2.872140 3.640818 0.023584 0.0022 0.0817 0.0534
H 3.249020 3.358219 -1.680714 0.0531 0.1043 -0.0602
```
Positions in Å, forces in eV/Å.

The calculated total energy comes out at -71479.0174 eV. The energy relative to the best compared isomer or geometry (same formula, charge and spin) is 45.5 kcal/mol. The total charge is +2.

=====

# 3
DFT (ωB97M-V with the def2-TZVPD basis set) results for a cluster of 2 separate species, C18H21ClIN3O10P3 in total in a non-equilibrium geometry.

The geometry in XYZ format:
```
57
Properties=species:S:1:pos:R:3:forces:R:3
C -2.001086 0.336213 1.411623 0.2573 -0.1957 0.0605
C -1.215298 1.365376 0.620710 0.5617 1.2129 0.2488
P -0.163663 2.165094 1.946407 0.5685 -0.6337 0.5183
O 0.483993 1.205669 2.848745 0.0657 -0.1529 0.1329
C -0.262072 0.620017 -0.345528 -0.4453 -0.4776 -0.3114
C -0.744166 -0.660110 -0.962703 -0.1714 -0.5755 -0.1668
C -0.144991 -1.835742 -0.526853 -0.3249 0.2938 -0.2412
C -0.518498 -3.027381 -1.128711 -0.2368 0.3658 -0.2192
C -1.476138 -2.973080 -2.135288 0.1096 0.0113 0.2375
N -2.078995 -1.851773 -2.564133 0.3387 0.0442 0.1376
C -1.697608 -0.722717 -1.977305 0.0780 0.2074 -0.0219
N 0.275999 1.476271 -1.485635 0.6611 0.6489 0.0785
C 1.751808 1.259368 -1.664175 0.0919 0.8391 -0.5635
C 2.024198 0.012630 -2.486852 -0.3158 0.8921 -0.3827
O 2.260875 -1.039842 -2.087951 0.5812 -1.5843 0.6841
I 1.902314 0.394870 -4.623664 -0.2073 0.1712 -0.1216
C 0.013117 2.947322 -1.365400 -0.2492 -0.5233 -0.0669
C -1.437722 3.245586 -1.047693 0.4020 -0.0586 0.1089
P -1.646416 5.132323 -0.846211 -0.7339 0.2548 -0.2694
O -2.499589 5.164872 0.528097 0.4261 0.2728 0.1691
Cl 0.231618 5.697194 -0.168760 0.0847 0.0386 0.1821
N -2.024322 2.472015 0.044570 0.1444 -0.2942 -0.0534
P -3.668665 2.194249 -0.145726 -0.5390 -0.5215 -0.7192
O -4.036973 1.020276 -0.931103 0.1051 -0.1734 0.0687
O -4.165274 3.532336 -0.865150 0.0716 0.3780 -0.0209
O -4.334246 2.260463 1.279924 0.0528 0.2170 0.3175
H -1.273414 -0.351073 1.838211 0.0535 -0.1655 0.0710
H -2.667819 -0.233553 0.775453 -0.2099 -0.0056 -0.0686
H -2.521865 0.796517 2.243028 -0.2381 0.0658 0.0892
H 0.812243 2.963847 1.296009 -0.4459 0.2834 -0.1303
H -1.020434 3.064586 2.624060 -0.1736 0.2033 -0.4538
H 0.602109 0.349067 0.257916 0.1616 -0.0799 0.1322
H 0.627987 -1.828228 0.237562 0.2445 -0.4461 0.1796
H -0.037084 -3.947730 -0.841740 0.2280 -0.1250 0.0876
H -1.761004 -3.892523 -2.625311 -0.1699 -0.0446 -0.1583
H -2.171705 0.193190 -2.326081 -0.1958 -0.0452 -0.0888
H -0.130070 1.183451 -2.379796 -0.4151 -0.3720 0.1727
H 2.287523 1.276892 -0.722151 -0.2165 -0.4001 0.3291
H 2.100365 2.102746 -2.249465 0.1204 0.1273 -0.1044
H 0.195873 3.374963 -2.345380 0.3049 0.1112 -0.1489
H 0.737845 3.351339 -0.673470 -0.0447 0.0036 0.1848
H -1.997945 3.032301 -1.957236 -0.0415 0.0818 -0.2672
H -2.014406 4.755242 1.260203 -0.1947 -0.1084 0.1253
H -4.672662 3.271873 -1.643884 -0.0996 -0.0047 -0.0973
H -4.758463 3.115918 1.418681 -0.0197 0.0393 0.2067
C 2.948457 -3.546675 2.972572 -0.4837 0.4339 0.0008
C 3.981226 -4.364010 3.483566 0.3523 -0.3584 -0.0861
C 4.682301 -5.287501 2.440507 -0.0350 -0.1194 -0.5478
O 5.646457 -5.984687 2.775231 -0.0337 0.0955 0.3423
C 4.168275 -5.299639 1.109090 0.2292 -0.2416 -0.0311
C 3.137582 -4.498982 0.625188 -0.1690 0.1786 0.1028
C 2.523640 -3.516142 1.647548 0.2977 -0.0881 0.3445
O 1.639746 -2.715247 1.235515 -0.1467 0.2434 0.0677
O 2.664596 -4.491992 -0.537455 -0.0214 -0.0463 -0.0228
O 4.362822 -4.393393 4.657595 -0.1106 0.0992 -0.0365
H 2.428584 -2.866116 3.643550 0.1434 -0.0325 0.1098
H 4.651040 -6.005938 0.439247 -0.0471 0.0601 -0.0907
```
Positions in Å, forces in eV/Å.

The calculated total energy comes out at -92441.9986 eV. The total charge is -1.

=====

# 4
DFT (ωB97M-V with the def2-TZVPD basis set) results for an isolated molecule of C18H21ClN2O2S.

The geometry in XYZ format:
```
45
Properties=species:S:1:pos:R:3:forces:R:3
O 1.599586 -0.668688 -0.170433 0.2348 0.2046 0.0182
S 0.665557 -0.170579 0.792062 0.2899 0.5257 0.1302
O -0.458774 -0.989567 1.159052 0.1882 0.1334 0.2617
N 0.232453 1.349472 0.247004 0.3663 -0.6585 0.0188
C -1.064140 1.972699 0.449860 -0.4173 -0.0803 0.1335
C -1.576110 1.660101 1.854378 -0.1994 0.4020 0.0131
C -2.949890 2.279769 2.085818 0.0315 -0.2795 0.0033
C -3.937841 1.733387 1.061975 0.0780 0.3398 -0.0440
C -3.477666 2.089981 -0.346746 0.0876 -0.1019 -0.0334
C -2.068606 1.569079 -0.664479 -0.0088 0.2986 -0.0621
N -2.094236 0.149787 -0.911458 -0.3933 -0.0216 0.3569
C -1.210834 -0.499202 -1.752641 -0.0060 -0.2957 -0.5235
C -0.519956 0.127362 -2.792065 -0.1312 0.1582 0.1693
C 0.302151 -0.593952 -3.637341 0.0848 -0.2345 0.0181
C 0.443781 -1.956894 -3.462078 -0.0585 0.1578 0.0476
Cl 1.483200 -2.854752 -4.513349 0.1873 -0.1718 -0.1895
C -0.241996 -2.607010 -2.448685 0.0062 0.1087 -0.0587
C -1.061355 -1.883954 -1.611732 -0.0108 0.0589 -0.0701
C 1.548715 0.263846 2.286148 -0.3161 -0.2794 -0.2622
C 1.060767 -0.111414 3.521536 -0.1314 -0.1274 -0.0361
C 1.756684 0.251422 4.663757 0.0421 0.0330 0.0095
C 2.928858 0.982205 4.554180 -0.0412 -0.0264 0.0763
C 3.413402 1.348042 3.307327 -0.0283 -0.0142 -0.1393
C 2.719601 0.986516 2.164795 0.1623 0.0509 -0.0071
H 0.601211 1.473287 -0.683396 0.1773 -0.1503 -0.1835
H -0.907478 3.059543 0.374734 -0.0194 -0.1481 0.0543
H -0.852932 2.040403 2.579475 0.0217 -0.0555 0.0135
H -1.641662 0.581104 1.980668 -0.0878 0.0918 0.1270
H -3.287395 2.047971 3.097166 0.0109 0.0824 0.0363
H -2.888810 3.366674 1.991991 -0.0375 0.0868 0.0471
H -4.930373 2.153503 1.235034 -0.0400 -0.1069 -0.0057
H -4.010960 0.650043 1.167373 -0.0895 -0.1195 0.0516
H -3.475175 3.177148 -0.452951 -0.0445 0.0786 0.0007
H -4.168116 1.679178 -1.084626 0.0510 0.0803 -0.0744
H -1.745441 2.054195 -1.590969 -0.0467 -0.0473 0.1148
H -2.311109 -0.400129 -0.091332 0.0207 0.0294 -0.0960
H -0.611640 1.189916 -2.962450 -0.0373 0.0645 -0.0139
H 0.835508 -0.091601 -4.429774 0.0440 0.0108 -0.0707
H -0.126940 -3.671015 -2.313553 0.0192 -0.0912 0.0000
H -1.581680 -2.386438 -0.811092 -0.0610 -0.0633 0.0775
H 0.150050 -0.686834 3.569944 -0.1126 -0.0635 0.0725
H 1.386337 -0.037038 5.635813 -0.0369 -0.0308 0.0702
H 3.471033 1.264282 5.444441 0.0422 0.0249 0.0715
H 4.330649 1.911505 3.227495 0.0721 0.0400 -0.0269
H 3.072610 1.243562 1.179312 0.1373 0.1064 -0.0964
```
Positions in Å, forces in eV/Å.

The calculated total energy comes out at -49439.9482 eV. The energy relative to the best compared isomer or geometry (same formula, charge and spin) is 5.1 kcal/mol. The total charge is 0.

=====

- Among the records above, which one has the lowest total charge?
  C18H21CaCl3GeN8O7SbSe4

=====

- Look up the total charge of the second one.
  +2

=====

- Among the records above, which one has the highest total charge?
  C18H21ClFN5O8RuS